Entry 1:
The following is a DFT calculation (ωB97M-V/def2-TZVPD) of C23H56BFI2N7O11P3S as an isolated structure in a non-equilibrium geometry.

Output
2S+1 ... 1
Highest occupied orbital energy ... -7.6176 eV
Charge ... 0
HOMO-LUMO gap ... 6.765 eV

```
105
Properties=species:S:1:pos:R:3:forces:R:3:mulliken_charge:R:1
C -4.068131 -2.209920 5.381189 1.1 0.2 -0.8 -1.01
B -3.753863 -1.889188 3.814137 -1.2 -1.8 0.4 0.67
O -4.104172 -2.915517 2.886865 0.4 2.1 0.8 -0.63
C -3.040209 -0.495929 3.386896 -0.2 1.0 -0.3 0.52
C -4.087042 0.189443 2.418402 -2.2 -1.2 2.4 0.27
F -4.131502 1.575804 2.541821 0.8 -1.1 -0.8 -0.35
O -5.341744 -0.244555 2.923318 1.2 0.6 -1.0 -0.28
C -6.425097 0.153724 2.069365 -2.1 -0.4 0.1 -0.66
C -7.671893 0.660648 2.950048 0.3 1.5 -1.3 0.32
C -8.257471 1.939294 2.213999 0.4 -0.3 -0.4 -1.39
O -7.268332 1.121557 4.245327 -0.5 -1.1 -0.5 -0.55
O -4.040787 -0.274102 1.073520 2.6 2.0 0.7 -0.46
S -2.669871 0.387488 0.393423 -0.5 1.9 -7.9 1.41
O -2.457352 -0.390030 -0.870847 -0.4 0.5 4.1 -0.52
O -2.848109 1.807253 -0.048934 0.1 -2.9 2.9 -0.75
C -1.176176 0.210794 1.542717 1.0 -0.9 1.6 1.24
C -0.473401 1.592864 1.704145 -0.7 1.5 -0.9 -1.79
C -1.295222 2.724788 2.431790 0.4 0.7 0.8 -0.01
C -0.320608 3.825677 3.061007 -1.7 -0.5 0.6 -1.17
I 1.255330 4.447124 1.713403 -0.4 -0.1 0.5 0.08
O -0.381318 -0.741215 0.776797 -2.2 0.3 0.5 -0.21
N 0.866264 -0.275473 0.495148 2.2 0.6 -1.1 0.14
O 1.365296 -0.895721 -0.364618 -0.4 0.0 0.7 -0.37
C -1.536645 -0.574017 2.899315 -0.5 -0.1 -0.1 -1.60
I -0.338470 0.146791 4.624251 -0.2 -0.3 -0.5 0.22
P -0.835191 -2.351518 2.753633 4.0 -0.5 0.8 0.58
O 0.700351 -2.361402 2.900378 -2.9 0.2 -0.7 -0.69
H -3.544311 -1.438098 5.999816 -0.9 -0.6 -0.1 0.28
H -5.162180 -2.299841 5.590079 0.9 0.1 0.0 0.32
H -3.545113 -3.189473 5.593368 -0.8 0.8 -0.1 0.25
H -4.914561 -3.340862 3.201935 0.5 -0.3 0.0 0.28
H -3.077197 0.149466 4.310619 0.0 -0.6 -1.1 0.56
H -6.768241 -0.761218 1.505074 0.5 1.0 0.3 0.28
H -6.199781 0.980695 1.356927 0.4 -0.8 0.6 0.36
H -8.447555 -0.145182 2.969081 0.6 0.6 0.4 0.32
H -8.704228 1.659088 1.215895 0.3 0.2 1.1 0.32
H -7.424788 2.660871 1.965363 -0.7 -0.8 0.5 0.33
H -8.999261 2.492431 2.837635 0.5 -0.7 -0.5 0.35
H -7.280399 0.329847 4.802713 0.2 0.4 0.1 0.32
H -0.293548 1.988908 0.660847 -0.1 -0.5 1.0 0.76
H 0.538428 1.571204 2.181020 -1.0 -0.7 -0.4 0.64
H -1.891384 2.343685 3.312075 0.6 0.3 -1.0 0.09
H -2.005953 3.283443 1.779292 0.6 -0.9 0.2 0.41
H -0.985418 4.703576 3.299415 1.0 -0.7 -0.4 0.50
H 0.048121 3.457984 4.057107 0.3 0.3 -1.2 0.35
H -1.253957 -3.155673 3.875688 -0.8 0.8 -0.6 0.10
H -1.291835 -3.007679 1.576066 -0.4 0.5 0.4 0.06
O -3.237081 -5.682691 -3.318301 2.6 -2.8 1.8 -0.81
P -1.807629 -5.202811 -3.635270 -2.7 5.7 -3.9 0.86
N -1.997822 -3.698885 -2.813612 -0.4 0.2 1.2 0.17
C -1.508285 -2.383397 -3.171841 0.7 0.0 -0.3 -0.41
C -2.098577 -3.803816 -1.357544 -0.5 -0.4 0.1 -0.81
N -2.107903 -5.090312 -5.344621 0.2 -0.3 -1.2 0.20
C -2.622222 -3.872195 -5.949166 0.1 0.3 0.3 -1.10
C -2.878040 -6.217980 -5.881996 0.0 -0.2 0.3 -1.10
N -0.104654 -4.886616 -3.955965 -0.1 -2.1 1.8 0.01
C 0.802181 -5.054514 -2.826023 -0.1 0.2 0.3 -1.09
C 0.526343 -4.291282 -5.112700 0.1 -0.6 -0.9 -0.83
H -0.447384 -2.241862 -2.924492 0.1 0.1 0.0 0.14
H -2.067149 -1.613504 -2.634029 0.0 -0.4 0.1 0.19
H -1.650935 -2.142153 -4.220753 0.1 -0.3 -0.1 0.06
H -1.110393 -3.939955 -0.897810 0.1 0.1 0.1 0.33
H -2.724897 -4.650331 -1.066430 0.1 -0.1 -0.2 0.35
H -2.560399 -2.914249 -0.922664 0.1 0.1 -0.2 0.02
H -3.511367 -3.499143 -5.424805 0.0 0.1 0.0 0.30
H -2.898475 -4.038575 -6.994332 0.0 -0.3 0.1 0.40
H -1.867598 -3.087834 -5.993229 0.0 0.1 0.2 0.27
H -3.952839 -6.106142 -5.696987 0.0 -0.1 0.0 0.34
H -2.554146 -7.159838 -5.435395 -0.1 0.1 0.0 0.36
H -2.725549 -6.304800 -6.961463 0.1 0.2 0.0 0.33
H 1.024556 -4.094774 -2.344664 0.1 0.0 0.0 0.30
H 1.745964 -5.514214 -3.131502 -0.1 0.0 0.0 0.40
H 0.364553 -5.715909 -2.074626 0.0 0.1 0.0 0.32
H 0.361555 -3.211982 -5.159475 -0.2 0.0 0.1 0.26
H 0.194533 -4.745808 -6.045641 -0.2 0.1 0.1 0.28
H 1.610875 -4.442910 -5.093237 -0.1 -0.1 0.3 0.35
O 4.290336 4.187189 -0.378977 0.1 3.5 2.5 -0.79
P 5.755699 4.303483 0.082176 1.8 -6.4 -3.6 0.77
N 6.369882 4.480496 -1.520094 -0.4 0.8 -1.0 0.16
C 7.578744 3.945719 -2.107559 0.6 0.1 0.6 -0.84
C 6.024725 5.744199 -2.172893 -0.6 0.0 0.1 -1.06
N 5.823872 2.662553 0.651169 0.1 -0.9 0.8 0.18
C 6.213397 1.568423 -0.224325 0.3 0.2 -0.3 -1.14
C 4.624190 2.243456 1.386874 -0.1 0.3 0.0 -1.13
N 7.344261 4.572682 0.792767 -1.6 2.3 0.7 0.08
C 7.810829 5.954352 0.815803 0.0 0.1 -0.3 -1.07
C 8.358865 3.618870 1.183018 -0.1 -0.6 0.9 -0.83
H 8.475730 4.518444 -1.835461 0.2 0.0 0.0 0.24
H 7.506226 3.961789 -3.198815 -0.2 0.2 0.1 0.38
H 7.749823 2.902590 -1.861469 0.0 0.0 0.3 0.17
H 6.669209 6.561725 -1.826668 0.1 0.1 -0.2 0.32
H 4.989031 6.022768 -1.968173 0.0 -0.1 0.1 0.26
H 6.114750 5.672652 -3.259754 0.1 -0.1 0.1 0.37
H 5.648402 1.576290 -1.165219 0.1 -0.1 -0.1 0.31
H 6.043619 0.601174 0.256455 -0.2 0.2 0.2 0.39
H 7.281749 1.577081 -0.438732 0.0 0.1 -0.1 0.29
H 3.805892 1.963638 0.712785 -0.1 0.1 0.1 0.40
H 4.266935 3.042798 2.038868 0.0 0.0 -0.1 0.28
H 4.848255 1.384196 2.024942 0.2 0.0 -0.1 0.36
H 8.483571 6.164180 -0.024277 0.1 0.0 0.0 0.30
H 8.337049 6.186591 1.745406 0.0 -0.1 0.0 0.39
H 6.968689 6.647536 0.755365 0.0 0.0 -0.1 0.32
H 8.866844 3.183652 0.318818 -0.1 0.0 -0.1 0.27
H 7.958279 2.818595 1.804141 -0.1 0.0 -0.3 0.28
H 9.132428 4.093483 1.795908 -0.2 0.3 -0.1 0.35
```
Positions in Å, forces in eV/Å.

Entry 2:
The following is a DFT calculation (ωB97M-V/def2-TZVPD) of C23H56CaN3O9 as an isolated structure in a non-equilibrium geometry.

Output
2S+1 ... 1
Highest occupied orbital energy ... -9.3186 eV
Charge ... +1
HOMO-LUMO gap ... 6.163 eV

```
92
Properties=species:S:1:pos:R:3:forces:R:3:mulliken_charge:R:1
Ca 19.849952 0.761842 11.108689 0.6 0.5 0.5 1.48
C 24.437726 2.760373 8.180068 -0.5 0.8 0.0 -0.94
C 23.121039 2.555207 8.951210 0.7 0.9 3.9 0.73
O 22.252114 1.810901 8.527408 -2.0 -2.2 -2.2 -0.70
O 22.973423 3.054346 10.131337 1.0 0.2 -1.0 -0.75
H 24.919333 1.829679 7.880126 -0.2 -0.1 0.2 0.27
H 25.114342 3.405252 8.740798 0.0 -0.3 0.1 0.28
H 24.210741 3.310290 7.266739 -0.1 -0.1 -0.2 0.24
C 25.427770 -1.494837 3.945621 0.1 -0.3 -0.5 -0.77
O 26.417675 -1.069164 3.009901 -0.6 0.6 0.3 -0.30
C 26.817754 0.327877 2.917614 -0.6 -0.7 1.0 -0.56
C 27.815093 0.311180 1.783197 -1.0 1.5 -0.1 -0.56
N 27.035198 0.150485 0.550797 0.7 0.4 0.6 -0.22
C 27.718903 0.540341 -0.690411 -2.2 -2.0 0.0 -0.90
C 28.576745 -0.624366 -1.236935 0.5 0.2 -0.1 -0.45
O 27.910212 -1.946893 -1.178102 1.7 1.1 -0.2 -0.35
C 28.912545 -2.978973 -1.380617 -0.6 0.1 1.2 -0.78
H 25.869294 -1.790292 4.897393 0.0 0.6 0.3 0.28
H 24.959456 -2.411391 3.586828 0.4 -0.2 -0.5 0.26
H 24.547111 -0.859709 4.041290 0.4 0.7 0.2 0.28
H 27.137448 0.756217 3.867576 1.1 -0.7 0.4 0.47
H 25.999450 1.037304 2.794380 -0.6 -0.4 -1.1 0.24
H 28.613908 -0.375076 2.064371 0.1 -0.5 -0.5 0.22
H 28.256892 1.303831 1.696229 0.2 0.1 0.2 0.42
H 26.582924 -0.752487 0.564072 0.2 -0.1 -0.6 0.28
H 28.091287 1.553112 -0.536384 1.1 -0.4 -0.1 0.40
H 26.942333 0.701943 -1.438019 -0.3 0.0 0.0 0.32
H 29.515075 -0.598154 -0.682892 0.1 -0.7 0.3 0.34
H 28.873145 -0.430200 -2.267729 -0.2 0.0 -0.3 0.46
H 29.694344 -2.894716 -0.625768 0.4 0.5 -0.1 0.33
H 29.354030 -3.050435 -2.374641 -0.2 0.4 -0.1 0.30
H 28.499161 -3.946858 -1.097060 -0.6 0.1 -0.4 0.29
C 23.183120 -0.691868 12.219407 0.3 0.4 0.0 -0.86
O 22.035839 -0.055340 12.734919 -1.4 1.4 1.3 -0.05
C 22.101761 0.325253 14.168670 -0.2 0.0 -0.1 -0.81
C 21.970091 1.857356 14.376569 -1.6 -1.5 -0.6 -0.70
N 20.576212 2.145250 13.875718 0.3 1.5 -0.7 -0.12
C 20.303305 3.617736 13.795761 -1.0 -0.5 -0.6 -0.79
C 18.950220 3.789972 12.993327 1.7 -0.7 1.3 -0.71
O 19.103565 3.318152 11.652888 -1.1 -1.0 0.7 -0.01
C 18.778268 4.304006 10.707095 1.1 1.2 -1.3 -0.91
H 24.036690 -0.047466 12.429794 0.4 -0.5 0.3 0.33
H 23.138680 -0.688585 11.130317 -0.3 -0.3 0.0 0.27
H 23.162602 -1.690741 12.655202 0.9 -0.1 -0.3 0.31
H 22.924124 -0.082574 14.756455 0.9 0.0 -0.9 0.49
H 21.299404 -0.230503 14.653911 -0.6 0.4 -0.1 0.34
H 22.750043 2.390734 13.833161 -0.4 0.1 -0.4 0.39
H 22.044696 2.161467 15.420627 0.2 -0.3 0.2 0.41
H 19.872915 1.893563 14.555519 0.3 -0.9 0.4 0.17
H 21.220519 4.080895 13.432023 -0.5 0.4 -0.5 0.42
H 20.072023 4.005029 14.788045 0.3 0.2 0.2 0.36
H 18.484098 4.766767 13.122556 0.5 0.4 -0.7 0.44
H 18.240260 3.169997 13.540769 -0.2 -0.6 -0.2 0.31
H 17.927325 4.944920 10.937773 -0.2 -0.4 0.3 0.35
H 18.658339 3.895641 9.703623 -0.2 -0.4 0.2 0.24
H 19.669789 4.926611 10.631796 -0.1 0.4 -0.1 0.35
C 19.379834 -2.832629 9.138958 -0.5 0.1 0.4 -0.85
O 18.988157 -2.216380 10.368532 1.9 0.7 1.2 -0.08
C 18.207742 -3.030548 11.214540 -1.7 -0.4 -0.6 -0.58
C 17.724190 -2.318104 12.496334 1.8 -1.5 -0.7 -1.02
N 17.385706 -0.979343 12.236225 -1.2 4.0 0.4 0.00
C 16.055035 -0.599472 11.670055 -0.5 -1.0 -0.9 -0.94
C 16.020473 -0.691606 10.129659 0.0 0.4 0.8 -0.71
O 17.274912 -0.224868 9.634519 0.9 -0.1 3.8 -0.09
C 17.358699 -0.073946 8.319304 -1.4 -0.7 -4.4 -1.15
H 18.611620 -2.578459 8.408661 0.0 -0.4 -0.2 0.25
H 19.471885 -3.906201 9.303487 0.1 0.0 -0.4 0.35
H 20.322337 -2.414283 8.785743 0.0 0.0 0.3 0.25
H 18.627113 -3.994436 11.502893 0.7 0.1 -0.1 0.52
H 17.375865 -3.286507 10.558371 -0.7 -0.3 0.3 0.41
H 18.600171 -2.300481 13.144758 0.2 0.2 0.1 0.33
H 17.029080 -2.918944 13.082764 -0.6 -0.2 -0.5 0.35
H 17.269879 -0.488373 13.111235 0.8 -0.1 0.6 0.29
H 15.620838 0.349309 11.985291 1.2 0.6 0.2 0.44
H 15.306580 -1.246521 12.127479 -0.2 -0.6 -0.5 0.37
H 15.252305 -0.059395 9.684319 -0.3 0.1 0.2 0.54
H 15.745149 -1.723221 9.910405 0.7 -0.2 -0.8 0.34
H 16.936614 -0.948640 7.824474 -0.7 -0.3 -0.2 0.40
H 18.304604 -0.120836 7.779713 0.9 0.7 1.1 0.42
H 16.777370 0.771329 7.950968 0.1 0.3 -0.1 0.31
C 22.137466 3.348949 1.323896 0.3 -0.7 1.0 -1.24
C 21.876103 3.593529 2.830577 0.1 0.5 0.9 0.52
C 21.533187 5.094158 3.002728 -0.3 -1.3 -0.1 -1.29
O 20.894705 2.772915 3.439152 -1.9 -0.5 -0.6 -0.59
H 21.215120 3.389201 0.744453 -0.1 0.5 0.2 0.35
H 22.530148 2.360852 1.083960 0.3 -0.1 0.3 0.34
H 22.868915 4.096028 1.015726 -0.2 0.0 -0.3 0.32
H 22.644367 3.390033 3.576549 1.5 0.4 -1.1 0.27
H 22.499919 5.594154 2.943171 -0.4 0.5 -0.1 0.36
H 21.019992 5.265401 3.948989 0.4 0.0 0.1 0.34
H 20.826589 5.362626 2.217403 0.3 0.4 -0.1 0.31
H 21.289053 2.114778 4.016168 0.2 0.2 -0.2 0.32
```
Positions in Å, forces in eV/Å.

- Which of these has the lowest charge?
  C23H56BFI2N7O11P3S